1 | {
  "formula": "CH5N3O3",
  "method": "ωB97M-V/def2-TZVPD",
  "gap_ev": 9.548,
  "homo_energy_ev": -9.06,
  "smiles": "NOC#[N+][O-].NO",
  "symbols": ["N", "O", "C", "N", "O", "H", "H", "N", "O", "H", "H", "H"],
  "positions_angstrom": [[1.6012, -1.0750, 0.1354], [2.2937, 0.2175, 0.3285], [1.7987, 1.1904, 1.0673], [1.4768, 1.8589, 2.0101], [0.9447, 2.7427, 2.6438], [1.6839, -1.5848, 1.0010], [0.5251, -0.6994, 0.1842], [-1.9871, -0.3486, 0.5652], [-0.6405, 0.1413, 0.7964], [-2.2287, -0.9799, 1.3771], [-2.0354, -0.6860, -0.3888], [-0.8616, 1.0469, 1.1433]]
}

---

2 | {
  "formula": "CH5N3O3",
  "method": "ωB97M-V/def2-TZVPD",
  "gap_ev": 10.219,
  "homo_energy_ev": -10.14,
  "smiles": "O=[N+]([O-])O.[H]/N=N\\C",
  "symbols": ["O", "N", "O", "O", "H", "H", "N", "N", "C", "H", "H", "H"],
  "positions_angstrom": [[-4.1358, 0.0142, -0.1979], [-2.9583, -0.1568, -0.0139], [-2.3135, -1.1966, -0.0749], [-2.3235, 1.0235, 0.2324], [-1.3302, 0.8135, 0.5220], [0.4723, -1.0266, 0.4978], [0.3249, -0.0546, 0.3312], [1.2413, 0.6723, -0.0195], [2.5387, 0.1029, -0.2654], [2.4384, -0.9254, 0.3140], [2.7865, 0.0704, -1.4226], [3.2592, 0.6633, 0.0968]]
}

---

Going by the energies, 2 is most stable and the next is 1.998 eV up.

---

1 | {
  "formula": "CH5N3O3",
  "method": "ωB97M-V/def2-TZVPD",
  "gap_ev": 8.972,
  "homo_energy_ev": -9.01,
  "smiles": "C=[N+](N)[O-].O=[NH+][O-]",
  "symbols": ["C", "N", "N", "O", "H", "H", "H", "H", "O", "N", "O", "H"],
  "positions_angstrom": [[-1.7590, 0.0738, 0.5915], [-0.5114, 0.2994, 0.3349], [-0.1072, -0.5591, -0.7189], [0.2938, 1.1558, 0.7539], [-2.3698, -0.5950, 0.0826], [-2.2436, 0.7395, 1.2314], [-0.5625, -1.4116, -0.9857], [0.8940, -0.5394, -0.7559], [3.0700, -0.0041, -0.9452], [3.7511, 0.8751, -0.4246], [4.9106, 1.1651, -0.6725], [3.1469, 1.4868, 0.3484]]
}

---

2 | {
  "formula": "CH5N3O3",
  "method": "ωB97M-V/def2-TZVPD",
  "gap_ev": [8.367, 8.359],
  "homo_energy_ev": [-9.68, -9.68],
  "symbols": ["C", "N", "N", "N", "O", "O", "O", "H", "H", "H", "H", "H"],
  "positions_angstrom": [[1.3370, -0.1037, 0.2841], [-2.1942, 0.5064, -0.1767], [-0.7657, -0.9393, -0.6447], [-3.3867, 0.0050, 0.0404], [-3.5466, -1.2230, -0.1118], [-4.2893, 0.7379, 0.4194], [0.1293, -0.9389, 0.3579], [1.2628, 0.8079, 0.8026], [1.6192, 0.0147, -0.7707], [2.0514, -0.6440, 0.9816], [-2.1736, 1.5820, -0.3518], [-1.5338, -1.6074, -0.3069]]
}

---

Going by the energies, 1 is most stable and the next is 1.709 eV up.

---

1 | {
  "formula": "C18H33N4O4",
  "method": "ωB97M-V/def2-TZVPD",
  "gap_ev": 9.066,
  "homo_energy_ev": -11.50,
  "charge": 1,
  "symbols": ["C", "C", "C", "O", "O", "C", "C", "C", "C", "C", "C", "N", "C", "C", "N", "C", "H", "H", "H", "H", "H", "H", "H", "H", "H", "H", "H", "H", "H", "H", "H", "H", "H", "H", "H", "C", "O", "N", "C", "C", "H", "H", "H", "H", "H", "H", "H", "C", "O", "N", "C", "C", "H", "H", "H", "H", "H", "H", "H"],
  "positions_angstrom": [[1.1024, 3.2840, -3.0947], [1.9555, 2.2727, -3.1517], [3.1805, 2.1242, -2.3040], [4.2261, 2.4719, -2.7663], [3.0925, 1.5475, -1.0696], [3.7804, 2.2882, -0.0375], [2.8651, 2.7887, 1.1103], [1.3780, 2.9791, 0.7696], [0.4622, 1.9936, 1.5198], [0.9192, 0.5231, 1.4751], [-0.0429, -0.4612, 0.7971], [-0.5509, -0.0181, -0.4992], [-1.7562, 0.6286, -0.6612], [-1.8988, 0.8972, -1.9815], [-0.7735, 0.3930, -2.5857], [0.0318, -0.1510, -1.6789], [1.0405, 3.9898, -2.2769], [0.3967, 3.4356, -3.9030], [1.8100, 1.5001, -3.9006], [4.5156, 1.6156, 0.4029], [4.3223, 3.1281, -0.4637], [3.2912, 3.7413, 1.4233], [2.9691, 2.1061, 1.9533], [1.0937, 3.9766, 1.1143], [1.1900, 2.9860, -0.3026], [-0.5651, 2.1324, 1.1791], [0.4705, 2.3146, 2.5623], [1.0178, 0.1608, 2.4992], [1.8939, 0.4040, 1.0029], [0.5148, -1.3793, 0.6087], [-0.8674, -0.7595, 1.4385], [-2.3847, 0.8560, 0.1821], [-2.7199, 1.4069, -2.4511], [-0.6127, 0.4722, -3.5771], [0.9897, -0.6062, -1.8557], [0.0493, -3.9235, -1.6773], [-0.2084, -3.2047, -0.7205], [1.2812, -4.3221, -2.0216], [1.5229, -5.1844, -3.1673], [2.4114, -3.8842, -1.2165], [-0.7371, -4.3156, -2.3408], [1.9970, -6.1113, -2.8437], [2.1767, -4.6833, -3.8824], [0.5823, -5.4241, -3.6577], [2.2900, -4.2197, -0.1867], [2.4746, -2.7943, -1.2135], [3.3298, -4.2951, -1.6255], [-4.7254, 1.2125, 3.2664], [-3.8597, 2.0680, 3.2655], [-4.5065, -0.0845, 3.5575], [-5.5581, -1.0837, 3.5101], [-3.1598, -0.4783, 3.9269], [-5.7728, 1.4307, 3.0010], [-5.6855, -1.5435, 4.4913], [-5.3077, -1.8612, 2.7857], [-6.4970, -0.6199, 3.2166], [-2.8409, 0.0582, 4.8206], [-2.4677, -0.2300, 3.1191], [-3.1261, -1.5482, 4.1154]]
}

---

2 | {
  "formula": "C18H33N4O4",
  "method": "ωB97M-V/def2-TZVPD",
  "gap_ev": 6.971,
  "homo_energy_ev": -10.83,
  "smiles": "C=CC(=O)OCCCCCCNC1=[NH+][C@H](CCCCNC(C)=O)OCN1",
  "charge": 1,
  "symbols": ["C", "C", "C", "O", "O", "C", "C", "C", "C", "C", "C", "N", "C", "N", "C", "C", "C", "C", "C", "N", "C", "C", "O", "O", "C", "N", "H", "H", "H", "H", "H", "H", "H", "H", "H", "H", "H", "H", "H", "H", "H", "H", "H", "H", "H", "H", "H", "H", "H", "H", "H", "H", "H", "H", "H", "H", "H", "H", "H"],
  "positions_angstrom": [[0.3085, 4.2124, -1.5375], [0.1925, 2.9473, -2.3554], [1.3350, 2.4050, -3.4046], [1.2071, 2.6781, -4.7109], [2.5180, 1.5743, -3.0124], [2.0319, 0.2603, -2.4974], [3.0296, -0.9888, -2.9140], [2.3312, -2.4751, -2.7510], [2.6634, -3.2150, -1.3165], [2.4663, -2.1397, -0.0512], [2.4569, -2.9850, 1.3923], [2.5617, -2.0613, 2.5799], [1.4362, -1.6852, 3.2641], [0.0150, -2.0716, 3.0137], [-0.9404, -0.9066, 2.9239], [-0.8800, -0.1609, 1.4657], [-2.4507, -0.0021, 0.9452], [-3.2310, 1.1572, 1.8014], [-3.7362, 2.4421, 0.8715], [-4.5620, 2.0316, -0.3296], [-3.8043, 2.2038, -1.6378], [-3.6317, 0.8957, -2.6619], [-3.2720, 3.3859, -1.9729], [-0.7097, -0.0250, 4.0841], [0.6903, 0.4264, 4.1545], [1.6749, -0.6993, 4.4290], [1.1849, 4.3856, -0.7626], [-0.4903, 5.0914, -1.6344], [-0.7922, 2.3130, -2.2371], [0.9126, 0.0438, -2.8101], [2.0262, 0.3623, -1.3118], [4.0523, -0.9652, -2.3218], [3.2841, -0.8455, -4.0527], [1.1634, -2.4761, -2.9343], [2.7913, -3.1659, -3.6063], [1.9667, -4.1444, -1.1609], [3.7818, -3.6154, -1.3359], [3.4433, -1.4842, -0.0427], [1.4785, -1.5421, -0.2382], [3.4766, -3.6063, 1.3661], [1.6054, -3.7856, 1.4472], [3.5138, -1.6971, 2.8316], [-0.1394, -2.8013, 2.2971], [-2.0401, -1.3526, 3.0566], [-0.3862, -0.9364, 0.7119], [-0.2832, 0.8458, 1.4624], [-2.9612, -1.0725, 1.0644], [-2.4237, 0.1931, -0.2254], [-2.4502, 1.5553, 2.6112], [-4.1689, 0.6506, 2.2971], [-2.7585, 3.0479, 0.6086], [-4.3871, 3.1173, 1.5871], [-4.8916, 1.0427, -0.2679], [-2.4884, 0.7613, -2.9443], [-4.2000, 1.1523, -3.6728], [-4.0197, -0.1055, -2.1892], [1.0523, 0.9916, 3.1920], [0.7804, 1.1808, 5.0703], [2.6666, -0.3433, 4.3724]]
}

---

Going by the energies, 1 is most stable and the next is 12.556 eV up.